{
  "formula": "C3H3N5",
  "method": "ωB97M-V/def2-TZVPD",
  "species": ["C", "C", "C", "H", "H", "H", "N", "N", "N", "N", "N"],
  "coordinates": [[-0.509512, 1.124090, 1.344994], [-1.116016, -0.104797, 1.225022], [0.607930, 0.308793, -0.293911], [-0.812902, 1.878460, 1.952137], [-1.892398, -0.681380, 1.447165], [1.844070, 0.081682, -2.064421], [-0.298141, -0.766721, 0.175142], [-0.274530, -1.737560, -1.081376], [0.690967, -1.323723, -1.802001], [1.278017, -0.170019, -1.330697], [0.482516, 1.391175, 0.427946]],
  "atomic_forces_ev_per_a": [[-0.3, -2.4, -1.8], [4.9, 0.7, -3.9], [-3.2, -1.3, 3.9], [-0.8, 1.9, 1.9], [-3.2, -1.6, 1.9], [1.8, 2.1, -1.0], [2.1, 2.4, -3.5], [1.2, 2.1, 1.7], [-1.9, -0.5, 2.1], [-1.4, -3.0, -0.7], [0.8, -0.5, -0.6]],
  "mulliken_charge": [-0.41, -0.29, 0.30, 0.48, 0.49, 0.22, 0.06, -0.20, -0.19, 0.13, -0.59],
  "total_energy_ev": -10606.131,
  "orbital_gap_ev": 9.7,
  "homo_ha": -0.3276,
  "spin_multiplicity": 1,
  "e_above_lowest_kj_mol": 264.0,
  "smiles": "c1cn2nn[nH]c2n1",
  "e_lumo_ev": 0.79,
  "total_charge": 0
}